one) {
  "formula": "C4H10N2O",
  "method": "ωB97M-V with the def2-TZVPD basis set",
  "species": ["C", "N", "C", "O", "C", "C", "N", "H", "H", "H", "H", "H", "H", "H", "H", "H", "H"],
  "coordinates": [[0.7089, 0.4081, 0.4519], [1.5162, 0.3516, -0.6896], [1.4595, 1.2614, -1.7603], [0.6062, 2.1794, -1.8385], [-0.5621, -0.4325, 0.1427], [-0.5092, -1.8966, -0.2136], [-1.6028, 0.4905, 1.6148], [0.5266, 1.4493, 0.7222], [1.2428, -0.0700, 1.2490], [1.4694, -0.5854, -1.0861], [2.1159, 0.9762, -2.5687], [-1.1717, 0.2517, -0.4409], [-0.7067, -1.2338, 0.9290], [-1.4157, -2.4933, -0.4036], [0.2579, -2.5465, 0.0439], [-2.2259, 1.2086, 1.2387], [-1.7092, 0.6813, 2.6090]],
  "mulliken_charge": [-0.4505, -0.2647, 0.0918, -0.5366, -0.0673, -0.8145, -0.7291, 0.3300, 0.3104, 0.2940, 0.3837, 0.2558, 0.2923, 0.3286, 0.3552, 0.1115, 0.1094],
  "homo_lumo_gap_ev": 7.83,
  "spin_multiplicity": 1,
  "homo_ev": -7.74
}


two) {
  "formula": "C4H10N2O",
  "method": "ωB97M-V with the def2-TZVPD basis set",
  "species": ["C", "N", "C", "C", "C", "N", "O", "H", "H", "H", "H", "H", "H", "H", "H", "H", "H"],
  "coordinates": [[0.3618, 2.1005, -0.3641], [-0.3973, 0.8515, -0.3092], [-1.3442, 0.9415, 0.8508], [0.5166, -0.3769, -0.2440], [-0.1107, -1.7678, -0.4676], [0.7831, -2.7921, -0.2046], [-1.1707, -1.8907, -1.0825], [1.2017, 1.8255, -1.0357], [0.7002, 2.4338, 0.7657], [-0.1431, 2.9262, -0.7998], [-1.6110, 1.9844, 1.1192], [-2.3190, 0.3600, 0.6458], [-0.8872, 0.3120, 1.6733], [1.2059, -0.1892, -1.1590], [1.1679, -0.3129, 0.6119], [0.7083, -3.7871, -0.5367], [1.3377, -2.6188, 0.5363]],
  "mulliken_charge": [-0.8345, -0.0702, -0.8876, -0.6909, 0.4835, -0.3806, -0.5575, 0.3149, 0.2732, 0.3057, 0.3793, 0.2349, 0.2688, 0.3174, 0.4150, 0.2406, 0.1880],
  "homo_lumo_gap_ev": 9.38,
  "smiles": "CN(C)CC(N)=O",
  "spin_multiplicity": 1,
  "homo_ev": -8.55
}


Least stable of them? one).


one) {
  "formula": "C4H10N2O",
  "method": "ωB97M-V with the def2-TZVPD basis set",
  "species": ["C", "N", "C", "C", "C", "N", "O", "H", "H", "H", "H", "H", "H", "H", "H", "H", "H"],
  "coordinates": [[-2.4399, -0.3085, -0.0036], [-1.1055, 0.2835, 0.4720], [0.6647, -0.8836, -0.9478], [0.2291, -0.2367, 0.4194], [1.1735, 0.7650, 1.0070], [2.3496, 0.7836, 0.3002], [0.8590, 1.6328, 1.7551], [-3.2298, 0.2360, 0.4954], [-2.4721, -1.3383, -0.0130], [-2.2435, 0.0297, -1.0096], [-1.4831, 1.2198, 0.7878], [-0.2599, -1.3642, -1.1967], [0.8812, -0.1699, -1.7818], [1.5034, -1.6480, -1.2622], [0.1692, -1.1374, 1.1753], [3.1355, 1.4115, 0.5335], [2.2687, 0.7247, -0.7309]],
  "mulliken_charge": [-1.0380, -0.3139, -1.5426, 0.8109, 0.2029, -0.4233, -0.5696, 0.2707, 0.3233, 0.3836, 0.2465, 0.3401, 0.3900, 0.3425, 0.1123, 0.2476, 0.2171],
  "homo_lumo_gap_ev": 8.88,
  "smiles": "CN[C@@H](C)C(N)=O",
  "spin_multiplicity": 1,
  "homo_ev": -7.98
}


two) {
  "formula": "C4H10N2O",
  "method": "ωB97M-V with the def2-TZVPD basis set",
  "species": ["C", "N", "N", "O", "H", "H", "H", "H", "H", "H", "C", "C", "C", "H", "H", "H", "H"],
  "coordinates": [[1.0533, -0.2432, 1.4778], [1.0551, -1.3721, -0.5973], [0.7404, -0.4506, -1.5099], [2.4463, -1.4504, -0.6103], [2.6367, -2.1614, 0.0153], [-0.1256, 0.0208, -1.1915], [1.5008, 0.2078, -1.6994], [1.4802, -1.1849, 1.8132], [1.7255, 0.3622, 0.8791], [0.6619, 0.3251, 2.3173], [-2.2142, 1.4601, -0.7423], [-1.4470, 0.5614, 0.1175], [-1.0140, -0.2265, 0.9595], [-1.8407, 2.4864, -0.6806], [-2.1627, 1.1576, -1.7927], [-3.2730, 1.4771, -0.4590], [-1.2232, -0.9692, 1.7033]],
  "mulliken_charge": [-1.0120, -0.1490, -0.3419, -0.4233, 0.3774, 0.2553, 0.2690, 0.2098, 0.3660, 0.4270, -1.1590, 0.2510, -0.3554, 0.2840, 0.3457, 0.3019, 0.3534],
  "homo_lumo_gap_ev": [7.39, 8.13],
  "spin_multiplicity": 1,
  "homo_ev": [-7.22, -7.17]
}


three) {
  "formula": "C4H10N2O",
  "method": "ωB97M-V with the def2-TZVPD basis set",
  "species": ["C", "N", "C", "C", "C", "N", "O", "H", "H", "H", "H", "H", "H", "H", "H", "H", "H"],
  "coordinates": [[1.4740, 1.2473, 0.1285], [1.0960, 0.4315, -0.8930], [0.5996, -1.8199, 0.0371], [0.0380, -0.5424, -0.6395], [-1.2049, 0.1270, 0.2565], [-2.4720, -0.5889, -0.0202], [0.7790, 1.5857, 1.0837], [2.5109, 1.7148, 0.0856], [1.6701, 0.3290, -1.7064], [-0.0306, -2.7096, -0.3708], [0.7176, -1.9376, 1.0455], [1.5366, -2.1428, -0.3976], [-0.6283, -0.6932, -1.5278], [-0.7971, 0.2921, 1.2585], [-1.2624, 1.0996, -0.1527], [-2.4815, -1.5187, 0.4527], [-3.2761, -0.0892, 0.3395]],
  "mulliken_charge": [0.0105, -0.1358, -1.3928, 0.0756, -0.7100, -0.6027, -0.5451, 0.3461, 0.2437, 0.3348, 0.3905, 0.4205, 0.3371, 0.3411, 0.4143, 0.2239, 0.2483],
  "homo_lumo_gap_ev": 10.04,
  "smiles": "C[C@@H](CN)NC=O",
  "spin_multiplicity": 1,
  "homo_ev": -9.14
}


four) {
  "formula": "C4H10N2O",
  "method": "ωB97M-V with the def2-TZVPD basis set",
  "species": ["N", "C", "C", "C", "C", "N", "O", "H", "H", "H", "H", "H", "H", "H", "H", "H", "H"],
  "coordinates": [[0.5205, 0.4926, -1.5115], [2.1935, 0.9759, 1.1534], [0.7181, 0.8434, 1.0454], [0.3118, -0.0928, -0.1557], [-0.9608, -0.7694, -0.0874], [-2.0356, 0.1171, 0.1435], [-1.0268, -1.9782, -0.5211], [-0.3244, 0.3985, -2.1249], [1.2853, 0.0788, -2.0583], [2.4464, 1.6511, 1.9920], [2.7426, 0.0980, 1.3026], [2.5021, 1.3390, 0.2326], [0.3439, 1.8836, 0.7759], [0.2789, 0.4343, 1.9873], [0.9187, -0.9392, -0.2824], [-1.9790, 1.1448, 0.3214], [-2.9697, -0.2730, -0.1356]],
  "mulliken_charge": [-0.6280, -1.5626, -0.2411, 0.1281, 0.2037, -0.3840, -0.6306, 0.2625, 0.2621, 0.3277, 0.4187, 0.4129, 0.2536, 0.3295, 0.3588, 0.2298, 0.2589],
  "homo_lumo_gap_ev": 10.18,
  "smiles": "CC[C@H](N)C(N)=O",
  "spin_multiplicity": 1,
  "homo_ev": -9.30
}


Least stable of them? two).


one) {
  "formula": "C2H10NO5",
  "method": "ωB97M-V with the def2-TZVPD basis set",
  "species": ["O", "C", "N", "C", "O", "H", "H", "H", "H", "H", "H", "O", "H", "H", "O", "H", "H", "O"],
  "coordinates": [[1.1714, -0.2590, 2.6612], [0.7164, -0.5994, 1.5965], [0.9854, 0.0956, 0.4007], [-0.0583, -0.2563, -0.6178], [-1.2804, 0.2433, -0.3392], [0.0302, -1.4486, 1.4810], [0.9751, 1.0938, 0.5829], [0.3086, -0.0002, -1.6319], [-0.0614, -1.3629, -0.5784], [-1.7736, 3.0131, -0.3544], [-1.2459, 1.8515, 0.3822], [-1.4084, 2.8202, 0.5001], [2.7523, 0.4532, -1.9801], [2.5392, 0.0972, -0.5510], [3.2117, -0.0199, -1.2787], [-2.1546, -1.0889, -0.0303], [-2.2169, -2.6200, -0.4630], [-2.4907, -2.0126, 0.2203]],
  "mulliken_charge": [-0.5610, 0.1754, -0.3686, -0.3146, -0.8850, 0.3228, 0.2397, 0.1802, 0.2904, 0.2810, 0.3455, -0.7103, 0.2866, 0.5052, -0.7161, 0.3669, 0.2621, -0.7002],
  "homo_lumo_gap_ev": 8.72,
  "spin_multiplicity": 1,
  "total_charge": -1,
  "homo_ev": -4.96
}


two) {
  "formula": "C2H10NO5",
  "method": "ωB97M-V with the def2-TZVPD basis set",
  "species": ["O", "C", "O", "C", "N", "H", "H", "H", "H", "H", "H", "O", "H", "H", "O", "H", "H", "O"],
  "coordinates": [[-0.3219, 0.2269, 0.0156], [0.5182, -0.0090, -0.9666], [0.9900, -1.0313, -1.3553], [1.2274, 1.3528, -1.2425], [2.3125, 1.4683, -0.1558], [1.8377, 1.2111, -2.1519], [0.6798, 2.2506, -1.1432], [1.8428, 1.2923, 0.7831], [3.0475, 0.7764, -0.2378], [-0.1010, -0.3227, 2.9172], [-0.4743, 0.7025, 1.8770], [-0.1499, 0.5976, 2.8392], [-1.6989, -1.8607, -0.0965], [-0.1377, -1.9797, -0.3544], [-0.9386, -2.4409, -0.0698], [-1.8826, 0.1592, 0.1003], [-2.8628, -0.4482, 0.6922], [-2.9435, 0.1325, 0.0652]],
  "mulliken_charge": [-0.8275, 0.6977, -0.6978, -0.6309, -0.6859, 0.3461, 0.2840, 0.2795, 0.2565, 0.2916, 0.4236, -0.6662, 0.3098, 0.3446, -0.6912, 0.3788, 0.2670, -0.6796],
  "homo_lumo_gap_ev": 9.03,
  "spin_multiplicity": 1,
  "total_charge": -1,
  "homo_ev": -5.15
}


Least stable of them? two).